# 1
One molecule with the formula C6H9N in a non-equilibrium geometry. Source: OMol25; level of theory: ωB97M-V with the def2-TZVPD basis set.

The calculation puts the LUMO energy at 1.0528 eV. The calculation puts the energy above the lowest of the compared OMol25 structures with the same formula, charge and spin at 1.4096 eV. Its SMILES is CCc1cc[nH]c1. The calculated total energy is -7856.7500 eV.

```
! wB97M-V def2-TZVPD RIJCOSX def2/J DEFGRID3
* xyz 0 1
C 0.393 -0.194 -2.251
C -0.563 0.448 -1.261
C -0.242 0.285 0.159
C 0.885 -0.515 0.669
C 0.858 -0.465 2.048
N -0.369 0.051 2.362
C -0.994 0.594 1.271
H 0.216 0.124 -3.276
H 1.415 0.188 -2.043
H 0.570 -1.269 -2.159
H -0.706 1.498 -1.533
H -1.610 0.188 -1.528
H 1.098 -1.390 0.059
H 1.357 -1.146 2.710
H -0.465 0.373 3.318
H -1.843 1.230 1.455
*
```


# 2
One molecule with the formula C6H9N. Source: OMol25; level of theory: ωB97M-V with the def2-TZVPD basis set.

The calculation puts the LUMO energy at 0.9692 eV. The calculation puts the energy above the lowest of the compared OMol25 structures with the same formula, charge and spin at 2.1575 eV. Its SMILES is [H]/N=C/C=C=C(C)C. The calculated total energy is -7856.0021 eV.

```
! wB97M-V def2-TZVPD RIJCOSX def2/J DEFGRID3
* xyz 0 1
H -1.319 -3.473 1.236
N -1.000 -2.518 1.069
C -1.883 -1.885 0.405
C -1.710 -0.477 -0.005
C -0.549 0.132 -0.088
C 0.591 0.760 -0.200
C 1.258 1.412 0.992
C 1.300 0.864 -1.533
H -2.842 -2.330 0.100
H -2.620 0.076 -0.242
H 1.875 2.258 0.670
H 1.917 0.690 1.491
H 0.532 1.769 1.727
H 0.981 0.084 -2.229
H 2.387 0.800 -1.404
H 1.080 1.839 -1.989
*
```


# 3
One molecule with the formula C6H9N. Source: OMol25; level of theory: ωB97M-V with the def2-TZVPD basis set.

The calculation puts the LUMO energy at 0.7500 eV. The calculation puts the energy above the lowest of the compared OMol25 structures with the same formula, charge and spin at 1.9491 eV. Its SMILES is [H]/N=C/C=C/CC=C. The calculated total energy is -7856.2105 eV.

```
! wB97M-V def2-TZVPD RIJCOSX def2/J DEFGRID3
* xyz 0 1
H 1.878 -2.695 2.162
N 1.319 -2.102 1.552
C 0.529 -1.318 2.147
C -0.333 -0.412 1.406
C -0.396 -0.415 0.075
C -1.218 0.529 -0.727
C -0.365 1.508 -1.517
C 0.790 1.226 -2.087
H 0.437 -1.253 3.241
H -0.934 0.268 1.994
H 0.220 -1.122 -0.452
H -1.827 -0.033 -1.438
H -1.891 1.088 -0.071
H -0.778 2.505 -1.599
H 1.242 0.251 -2.043
H 1.328 1.975 -2.641
*
```


# 4
One molecule with the formula C6H9N. Source: OMol25; level of theory: ωB97M-V with the def2-TZVPD basis set.

The calculation puts the LUMO energy at 1.0639 eV. The calculation puts the energy above the lowest of the compared OMol25 structures with the same formula, charge and spin at 0.0685 eV. Its SMILES is Cc1cc[nH]c1C. The calculated total energy is -7858.0911 eV.

```
! wB97M-V def2-TZVPD RIJCOSX def2/J DEFGRID3
* xyz 0 1
C 1.388 1.407 0.537
C 0.236 0.445 0.514
C -0.673 0.250 1.597
C -1.595 -0.686 1.214
N -1.281 -1.068 -0.062
C -0.166 -0.394 -0.504
C 0.358 -0.655 -1.881
H 1.046 2.451 0.514
H 2.052 1.261 -0.319
H 1.998 1.278 1.440
H -0.646 0.759 2.549
H -2.437 -1.120 1.737
H -1.776 -1.757 -0.600
H 1.348 -0.209 -2.011
H -0.304 -0.231 -2.649
H 0.450 -1.732 -2.076
*
```


Question: Number 3 is which compound?
Answer: C6H9N


Question: Which of these has the lowest calculated total energy?
Answer: number 4